# C55H124N6O9

C55H124N6O9 as an isolated structure in a non-equilibrium geometry (ωB97M-V/def2-TZVPD, OMol25).

Each line ends with the Mulliken charge.
Positions of all 194 atoms, in Å:
C 0.1936 0.6800 -0.0552  0.1485
C -1.0363 -0.1629 0.1135  2.7632
C -1.7038 -0.5613 -1.3010  -0.7013
O -2.7722 0.2709 -1.6754  -0.0843
C -3.9467 0.1602 -0.8803  -0.7372
N -0.6874 -1.3380 0.8656  1.7730
H 0.4677 1.2309 0.8445  2.1283
H 0.1059 1.4621 -0.8092  0.4147
H 1.0562 0.1338 -0.4369  -0.4407
H -1.6923 0.4227 0.7577  0.8109
H -2.0578 -1.5807 -1.1476  -0.1321
H -0.9449 -0.5676 -2.0834  -1.6687
H -4.4481 -0.8045 -0.9589  0.3220
H -4.7338 0.8639 -1.1512  0.5075
H -3.7072 0.2662 0.1778  -0.3850
H -0.0085 -1.8821 0.3526  -1.3745
H -1.4720 -1.9738 0.8558  -0.6946
C 2.6285 -2.7416 -6.1347  -2.1449
C 2.2300 -1.9559 -4.9196  1.8376
C 1.6172 -0.5826 -5.3399  -2.1374
C 1.0557 0.3266 -4.1837  0.3185
C 0.0628 -0.5318 -3.3951  -0.1597
C 0.3750 -2.0001 -3.0448  2.0095
N 1.0614 -2.6112 -4.2596  0.1580
O 1.2612 -3.9794 -4.0307  -0.5206
C 1.1655 -2.1559 -1.7364  0.6498
C -0.9616 -2.6453 -2.8664  -1.8845
C 3.4074 -1.6330 -3.9905  -1.3673
H 3.0530 -3.6837 -5.7879  0.4726
H 3.4457 -2.3370 -6.7318  0.3486
H 1.8009 -2.9984 -6.7960  0.3960
H 2.2473 0.0855 -5.9270  0.5076
H 0.7754 -0.7097 -6.0207  0.4692
H 0.4954 1.2060 -4.5011  0.7098
H 1.8546 0.7352 -3.5649  -0.5154
H -0.9245 -0.4823 -3.8543  0.8152
H 0.0336 0.0127 -2.4513  -0.8786
H 0.6323 -1.9197 -0.8155  -0.8740
H 1.4271 -3.2058 -1.6042  0.4489
H 1.9660 -1.4163 -1.7246  0.5653
H -1.6475 -2.3681 -3.6670  0.1014
H -0.9166 -3.7334 -2.8219  0.3618
H -1.3401 -2.3439 -1.8897  -0.3762
H 4.2127 -1.3570 -4.6712  0.4826
H 3.6961 -2.5141 -3.4174  0.2884
H 3.2783 -0.8333 -3.2611  -0.1150
H 0.6309 -4.3969 -4.6223  0.3682
C -0.9340 4.3702 -1.3092  -1.2803
C -2.1444 3.4886 -1.0640  1.6108
C -3.3292 4.4794 -0.6497  -1.6243
C -4.0637 5.2165 -1.8089  -1.0229
C -4.4842 4.0949 -2.7764  -1.1456
C -3.3266 3.1978 -3.3034  1.3538
N -2.5473 2.5847 -2.1823  -0.0692
O -1.6702 1.5050 -2.4565  -0.1001
C -4.0209 2.0053 -4.0734  -1.7253
C -2.4202 4.0157 -4.3214  -1.6213
C -1.9603 2.5765 0.1887  -0.4677
H -0.1728 3.7007 -1.7097  -0.0570
H -0.4630 4.6960 -0.3818  0.1445
H -1.0774 5.2264 -1.9684  0.4976
H -3.9204 4.1223 0.1935  0.8295
H -2.9492 5.3287 -0.0818  0.1899
H -3.3760 5.8362 -2.3844  0.3493
H -4.9128 5.7505 -1.3824  0.5150
H -4.9243 4.6519 -3.6036  0.4033
H -5.2373 3.5812 -2.1789  0.2237
H -4.4577 2.4857 -4.9489  0.6195
H -3.2718 1.3138 -4.4590  0.1294
H -4.7704 1.4376 -3.5219  0.1875
H -2.1089 4.9990 -3.9687  0.3689
H -1.4980 3.5635 -4.6861  0.1037
H -2.9364 4.2562 -5.2509  0.5173
H -1.7801 3.1852 1.0747  -0.7859
H -1.0852 1.9597 -0.0161  -0.7625
H -2.8096 1.9233 0.3891  0.4851
H -2.0577 0.6845 -2.1431  2.3337
C -4.3083 -4.3952 1.2882  -1.7876
C -3.1910 -3.3373 1.5143  1.2013
C -2.5201 -3.7213 2.8974  -0.5306
C -1.4770 -4.8145 2.7007  -1.4656
C -0.3893 -4.4909 1.6418  -0.7451
C -1.0344 -4.2122 0.2418  1.1522
N -2.1837 -3.2950 0.3556  0.2014
O -2.6734 -2.8250 -0.8209  -0.2694
C 0.1177 -3.5196 -0.5150  -1.6090
C -1.3070 -5.5270 -0.4065  -1.4928
C -3.9050 -1.9445 1.7628  -0.2845
H -3.9175 -5.4125 1.3113  0.4936
H -4.8759 -4.3129 0.3613  0.3731
H -5.0126 -4.3692 2.1198  0.3858
H -2.1022 -2.7961 3.2941  -0.3497
H -3.2935 -4.0060 3.6108  0.6220
H -2.0022 -5.7380 2.4572  0.4602
H -1.0178 -5.2024 3.6099  0.5344
H 0.3228 -5.3159 1.6194  0.8170
H 0.1828 -3.6284 1.9835  -0.3515
H 0.7732 -4.3224 -0.8527  0.5960
H -0.1937 -2.9441 -1.3867  0.0714
H 0.8905 -2.9286 -0.0235  0.3551
H -1.2911 -5.3675 -1.4847  0.3633
H -0.6984 -6.3545 -0.0418  0.3548
H -2.3248 -5.7950 -0.1232  0.2923
H -4.7694 -2.1225 2.4025  1.2700
H -4.2954 -1.3832 0.9139  -1.9072
H -3.3201 -1.2149 2.3229  -0.7067
H -3.1328 -3.6280 -1.0774  0.6870
C 2.2906 0.7251 -0.1733  0.0103
C 2.7930 1.9820 -0.8350  1.4568
C 3.3117 2.8929 0.3164  -1.1784
C 4.6645 2.3417 0.7770  0.2694
C 5.6630 2.2288 -0.3612  -1.8267
C 5.2344 1.4672 -1.5788  1.7994
N 3.7925 1.7117 -1.8733  -0.0733
O 3.3798 1.1271 -3.0149  -0.4676
C 6.1968 1.9117 -2.7322  -1.9199
C 5.5644 0.0119 -1.1072  -1.4275
C 1.5777 2.6395 -1.4424  -1.4389
H 2.9838 0.2023 0.4857  -0.0130
H 1.3946 0.9418 0.4083  -1.3819
H 2.0860 -0.0417 -0.9205  -0.4763
H 3.4643 3.9407 0.0578  0.5535
H 2.6265 2.9344 1.1631  0.3152
H 5.0461 3.0376 1.5241  0.8715
H 4.5904 1.3643 1.2539  -0.6636
H 6.5883 1.8008 0.0246  0.6239
H 5.9471 3.1907 -0.7881  0.4408
H 6.0270 2.8603 -3.2415  0.4078
H 6.0662 1.2100 -3.5560  0.4292
H 7.2265 1.9331 -2.3755  0.4059
H 5.0516 -0.3390 -0.2117  0.0995
H 6.6531 -0.0317 -1.0755  0.5844
H 5.2663 -0.7568 -1.8202  0.0871
H 1.2545 2.0517 -2.3015  0.1630
H 0.7783 2.6935 -0.7033  -0.6852
H 1.8303 3.5545 -1.9782  0.8133
H 3.3527 1.8104 -3.6887  0.4161
C 3.2993 -2.1647 5.9192  -1.8307
C 3.3647 -0.6757 5.3232  1.2222
C 4.7649 -0.5940 4.6413  -1.4001
C 4.8777 0.6579 3.7410  -1.0313
C 3.8230 0.5088 2.5540  -0.1731
C 2.3873 0.3476 3.0474  2.9430
N 2.3149 -0.6014 4.2235  0.2041
O 1.0542 -0.6885 4.7203  -0.2658
C 1.7683 1.7849 3.3836  -1.2138
C 1.5047 -0.2030 1.9178  -0.5284
C 3.2534 0.3999 6.4817  -1.6391
H 4.0053 -2.2740 6.7424  0.4276
H 3.5023 -2.9343 5.1745  0.3532
H 2.2955 -2.3064 6.3196  0.3955
H 5.5801 -0.6970 5.3575  0.4815
H 4.8909 -1.5192 4.0790  0.4718
H 5.8261 0.7380 3.2097  0.5987
H 4.8259 1.5683 4.3382  0.3305
H 3.9884 -0.4060 1.9850  0.9055
H 3.9963 1.2976 1.8220  -1.5796
H 0.7852 1.6775 3.8420  0.6281
H 2.2751 2.4669 4.0662  -0.1621
H 1.5593 2.3492 2.4747  0.0492
H 1.3935 0.4732 1.0702  -1.3118
H 2.0461 -1.0579 1.5126  0.8400
H 0.5205 -0.5733 2.2047  0.1302
H 2.2401 0.4314 6.8820  0.3440
H 3.4921 1.4179 6.1740  0.2920
H 3.9152 0.0976 7.2934  0.4396
H 0.7438 -1.5875 4.5897  0.6792
C -2.0752 -0.4292 4.2171  -1.9737
C -0.6398 -0.2174 3.7864  -0.1748
O -0.7038 0.5287 2.6419  0.0752
H -1.9633 -0.8606 5.2118  0.6835
H -2.5956 -1.1140 3.5475  0.7356
H -2.5825 0.5253 4.3571  0.3906
H -0.1181 -1.1701 3.6955  -0.7311
H -0.0955 0.3353 4.5522  0.7563
H -0.5002 -0.0643 1.9149  -2.1998
C -1.8014 4.0337 2.1334  -2.1941
C -1.0664 2.6305 2.3250  -0.1233
O -1.9593 1.8269 2.8876  -0.5916
H -2.8420 3.9076 1.8346  0.4064
H -1.2996 4.7467 1.4792  0.4108
H -1.9508 4.5866 3.0607  0.5552
H -0.2160 2.7334 2.9990  1.2425
H -0.6936 2.2982 1.3562  0.0225
H -1.4253 1.0516 3.0756  1.3987
C -6.0913 -1.4713 0.4672  -0.6711
C -5.8188 -0.0224 0.8733  0.6992
O -4.9813 -0.1982 1.9655  -0.4907
H -6.6643 -1.4597 -0.4600  0.4146
H -6.7227 -2.0362 1.1530  0.3151
H -5.3044 -2.1811 0.2120  0.1668
H -6.7377 0.5354 1.0538  0.4684
H -5.3380 0.4388 0.0107  -0.6217
H -4.3858 0.5540 1.9979  0.3192

Forces on the atoms, in the same order (eV/Å):
C -8.4 -1.3 -3.8
C -1.4 0.7 -1.7
C 0.7 -1.4 4.8
O -12.8 -10.8 8.3
C 0.9 -0.6 -0.7
N 0.1 0.6 0.0
H -3.0 0.6 0.1
H -0.8 -1.6 -0.2
H -5.3 -1.7 -0.1
H -0.8 -0.6 -0.6
H 0.0 3.0 0.0
H -2.3 0.3 1.7
H 0.6 -0.3 -0.6
H 1.2 0.7 -1.0
H 0.6 0.3 -0.5
H -0.3 0.9 1.2
H -0.2 0.0 0.4
C 0.6 -1.3 0.0
C -1.5 2.4 1.2
C -0.8 1.8 -0.2
C 0.2 -2.0 -0.7
C 1.9 1.2 -0.1
C 1.3 0.3 -1.8
N -1.0 0.8 0.2
O 0.6 -0.6 0.4
C 3.4 3.9 -2.4
C -0.7 -1.2 -1.2
C 0.3 -0.9 -0.2
H -0.1 -0.3 0.0
H -0.2 0.7 0.1
H -0.2 0.3 0.1
H 0.9 -0.5 -0.1
H -0.2 -0.6 -0.1
H -0.1 -0.1 -0.6
H -1.0 -1.0 -0.3
H 0.1 0.2 -0.1
H 0.8 0.4 -1.0
H 1.3 2.6 -2.8
H 1.9 1.5 -1.3
H 0.8 -0.7 -0.8
H -0.1 0.1 0.0
H 0.1 -0.1 -0.4
H 0.3 -0.8 -2.6
H 0.4 0.1 0.3
H 0.2 -0.3 -0.2
H -0.3 -0.3 -0.6
H 0.0 -0.1 -0.1
C 1.0 -1.0 -0.3
C -2.2 -0.2 1.1
C 0.7 1.3 -0.4
C 0.9 -2.5 0.3
C 0.3 1.3 0.5
C 0.8 -1.5 -0.4
N -1.6 0.7 0.6
O 8.1 11.2 -6.1
C 1.0 1.2 -0.5
C -0.5 0.2 -0.1
C -0.6 0.9 -4.5
H -0.5 0.7 -0.7
H -0.3 0.3 0.2
H -0.2 -0.1 0.0
H -1.0 -0.9 -0.8
H 1.1 0.0 0.0
H 0.0 0.5 0.5
H 0.0 0.2 -0.4
H -0.4 -0.7 -0.5
H -0.1 -0.8 -0.6
H -0.4 -0.3 -0.1
H 0.1 0.0 0.2
H 0.0 0.3 0.2
H -0.1 0.0 0.5
H 0.0 -0.7 0.6
H -0.5 -0.1 0.0
H -1.4 -1.6 -5.0
H -1.6 1.0 -0.3
H -0.1 0.5 -0.3
H 3.0 5.0 -4.3
C 0.4 -0.4 0.0
C -0.9 -0.2 0.2
C 0.8 0.5 -1.4
C 0.2 -0.8 0.1
C -1.8 0.4 1.1
C 2.3 0.7 1.7
N 0.2 -1.1 4.5
O -3.1 -3.9 0.6
C -2.3 -5.0 2.0
C -1.7 -0.3 -0.4
C 2.5 -2.2 -0.4
H 0.2 -0.1 -0.1
H 0.0 0.3 -0.1
H -0.1 0.3 -0.1
H 0.4 -0.3 0.0
H -0.1 -0.1 -0.2
H -0.2 -0.1 -0.8
H 0.3 0.8 0.5
H -0.1 0.0 -0.5
H -0.1 0.2 0.0
H -0.6 -0.8 -0.1
H -1.0 -2.5 2.4
H -0.8 -1.7 1.9
H 0.2 -0.7 -0.1
H 0.4 0.3 -0.4
H -0.2 -0.3 -0.2
H 0.4 -0.6 -0.1
H 2.5 -2.0 0.6
H 0.4 -1.0 -0.7
H -0.8 -0.1 -1.4
C 9.2 1.8 -1.6
C -0.1 0.1 0.3
C 1.3 -0.8 -0.6
C 1.4 1.8 -2.0
C 0.1 2.1 0.1
C -0.5 -1.1 0.7
N 3.1 2.7 1.9
O 0.4 -0.5 -0.4
C -1.0 -1.0 -0.4
C -0.3 -0.6 -2.0
C 1.1 0.2 -1.5
H 1.0 0.7 -0.8
H 6.2 4.7 -4.5
H 1.5 0.4 -0.5
H -0.1 0.0 -0.6
H -0.2 -0.3 -0.3
H 0.3 -0.2 0.3
H 4.0 1.6 -4.6
H 0.0 0.0 -0.1
H -0.1 0.7 0.6
H -0.5 0.4 0.7
H 0.5 -0.4 0.0
H 0.0 -0.3 0.0
H 0.3 0.6 0.4
H 0.0 -0.3 0.5
H 0.0 0.0 -0.5
H -0.6 -0.3 0.3
H 1.0 1.1 -0.5
H 0.1 0.6 0.8
H 0.1 0.3 -0.3
C -0.6 1.7 -0.1
C 0.6 -0.6 -0.3
C -0.4 0.4 -0.3
C -0.6 -1.2 -1.3
C -0.9 -1.4 3.8
C -1.2 1.7 1.0
N 3.8 -0.4 -0.3
O 6.0 -1.6 4.3
C 0.0 -0.8 0.5
C 0.9 -2.6 2.9
C -0.4 -1.0 -0.8
H 0.0 0.1 0.0
H 0.0 0.3 -0.2
H 0.0 -0.2 0.1
H -0.2 0.5 0.5
H -0.2 0.1 -0.6
H 0.4 -0.3 0.3
H -0.6 0.1 -0.2
H 0.8 -0.4 0.2
H -4.7 -1.3 4.9
H 0.5 -0.2 0.0
H 0.8 -0.3 0.0
H 0.3 -0.2 0.0
H 1.6 -4.7 8.1
H 0.1 -0.5 -0.1
H 3.7 -1.0 0.3
H -0.1 -0.1 0.0
H 0.2 -0.1 -0.2
H 0.1 0.1 0.0
H 0.9 -0.5 0.6
C 0.1 -0.7 1.5
C -4.5 -0.3 1.2
O 10.6 -9.1 -2.8
H -0.5 -0.4 0.2
H 0.2 0.5 0.9
H -0.2 -0.3 -0.1
H -2.5 0.4 -2.1
H -2.2 0.8 -0.8
H -1.3 -0.7 -0.8
C 0.3 2.0 3.5
C 1.8 4.0 2.8
O -10.0 8.1 1.6
H 0.2 0.1 0.2
H 0.0 -0.1 -0.1
H 0.7 -0.2 0.8
H -0.3 0.9 0.1
H 1.0 0.2 2.0
H -4.2 2.2 1.2
C -3.2 -0.9 -2.1
C -0.9 -1.7 -0.7
O -1.9 5.3 1.7
H -0.5 0.2 -0.2
H -0.1 0.3 0.4
H -0.5 0.7 -0.2
H -0.2 -0.2 0.4
H -1.4 0.2 1.8
H 0.3 0.5 0.6

Computed properties:
Lowest unoccupied orbital energy in hartree: 0.013
HOMO-LUMO gap in eV: 7.053
Net charge: 0
Energy above the lowest of the compared OMol25 structures with the same formula, charge and spin in kcal per mole: 1200.3
Energy in eV: -86354.366
Highest occupied orbital energy in eV: -6.69